(1)
The following is a quantum chemistry calculation of C2H2FIS as an isolated structure in a non-equilibrium geometry, from OMol25.

The geometry in XYZ format:
```
7
Properties=species:S:1:pos:R:3:forces:R:3:mulliken_charge:R:1
C -0.1394 -0.3516 -0.7281 -3.3 -2.3 -2.6 0.41
C 0.0317 0.5162 0.3491 2.3 2.4 1.5 -0.58
F -1.5636 -1.2766 0.0200 2.5 1.3 -1.4 -0.50
S 0.1614 -0.6981 -2.2428 -0.2 0.4 2.2 -0.14
I 1.9579 -0.1158 1.1385 0.3 0.1 0.1 0.12
H 0.0958 1.6390 0.2842 0.0 -1.3 -0.9 0.35
H -0.5439 0.2870 1.1792 -1.5 -0.5 1.1 0.34
```
Positions in Å, forces in eV/Å.

Properties
LUMO level, eV: -1.666
Electronic energy, hartree: -873.0595
Orbital gap, eV: 8.57
HOMO energy, eV: -10.2
Energy relative to the best compared isomer or geometry (same formula, charge and spin), kJ/mol: 163.6

(2)
The following is a quantum chemistry calculation of C5H6O4 as an isolated structure in a non-equilibrium geometry, from OMol25.

The geometry in XYZ format:
```
15
Properties=species:S:1:pos:R:3:forces:R:3:mulliken_charge:R:1
C 0.4790 -1.3094 0.5609 1.5 -1.8 -0.1 0.37
C 0.6074 -1.0013 -0.7587 -0.6 0.2 -0.1 -0.05
C -0.6520 0.3024 0.7136 0.3 2.2 -1.3 0.78
C -0.1029 0.2532 -0.9954 -1.0 -0.8 1.5 -0.25
C -0.0098 1.2111 1.4748 -0.2 -0.5 -0.1 -0.78
O 1.1949 -1.7260 -1.7625 0.7 -0.2 0.2 -0.53
O -1.9863 0.0404 0.8320 0.1 -0.2 -0.2 -0.52
O 0.5664 1.2699 -1.6224 0.0 0.2 0.5 -0.53
O 0.7813 -1.9814 1.4947 -0.8 0.8 -0.5 -0.49
H 0.6163 -2.3581 -2.2060 -0.3 0.2 0.3 0.33
H -2.4194 0.6955 1.3952 0.1 -0.1 0.0 0.35
H 1.4899 1.2599 -1.3328 -0.1 -0.1 -0.1 0.39
H -1.1163 0.2089 -1.3958 0.1 0.1 -0.2 0.40
H -0.4955 1.7601 2.2731 0.0 -0.2 0.2 0.28
H 1.0470 1.3748 1.3292 0.0 0.2 -0.2 0.26
```
Positions in Å, forces in eV/Å.

Properties
LUMO level (alpha / beta), eV: -0.712 / -0.712
Electronic energy, hartree: -494.9327
Orbital gap (alpha / beta), eV: 7.68 / 7.68
HOMO energy (alpha / beta), eV: -8.4 / -8.4
Energy relative to the best compared isomer or geometry (same formula, charge and spin), kJ/mol: 451.6

(3)
The following is a quantum chemistry calculation of a 2-piece molecular cluster, C4H8O2 overall, from OMol25.

The geometry in XYZ format:
```
14
Properties=species:S:1:pos:R:3:forces:R:3:mulliken_charge:R:1
C 0.3310 -0.2884 2.8666 -0.3 -0.1 -0.5 -0.74
C -0.1278 -0.3004 1.6228 0.0 0.2 -0.1 0.06
C -0.1070 0.8541 0.6661 0.0 0.1 0.0 -0.64
H 0.2239 -1.1983 3.4453 0.2 0.3 0.3 0.25
H 0.7584 0.6185 3.2813 0.1 -0.2 0.2 0.26
H -0.5647 -1.2097 1.2266 0.0 -0.1 0.1 0.27
H 0.6448 1.5997 0.9155 0.1 0.0 0.1 0.34
H 0.1067 0.4854 -0.3364 0.0 0.1 -0.1 -0.06
H -1.0698 1.3772 0.6459 0.0 -0.2 -0.1 0.27
O 1.3488 -1.0266 -3.2279 0.2 0.1 -0.1 -0.44
C 0.3713 -0.3776 -3.0494 -0.5 -0.1 0.2 0.21
O -0.7157 -0.9166 -2.4560 -0.2 -0.2 0.3 -0.45
H 0.2286 0.6735 -3.3421 0.2 0.0 0.0 0.32
H -1.4285 -0.2909 -2.2584 0.4 0.1 -0.3 0.36
```
Positions in Å, forces in eV/Å.

Properties
LUMO level, eV: 0.538
Electronic energy, hartree: -307.6565
Structure (SMILES): C=CC.O=CO
Orbital gap, eV: 10.29
HOMO energy, eV: -9.8
Energy relative to the best compared isomer or geometry (same formula, charge and spin), kJ/mol: 146.9

(4)
The following is a quantum chemistry calculation of one molecule with the formula C7H14N2 in a non-equilibrium geometry, from OMol25.

The geometry in XYZ format:
```
23
Properties=species:S:1:pos:R:3:forces:R:3:mulliken_charge:R:1
C 1.4514 1.3987 -0.1769 0.1 -0.8 3.8 -0.94
N 2.1948 0.0550 -0.3490 1.4 0.5 2.8 -0.36
C 1.3332 -1.1478 -0.2348 1.5 -2.5 -3.1 -1.11
C 0.0220 -1.2005 0.4394 -2.0 -3.8 0.5 0.40
C -1.2221 -1.0639 -0.4961 -1.5 -1.8 -0.2 -0.88
N -2.0959 -0.0018 -0.0431 -2.9 2.0 -3.2 -0.51
C -1.4108 1.3401 -0.0674 0.4 0.9 -2.4 -0.86
C 0.0028 0.9820 0.2450 1.8 0.4 -1.9 0.40
C -0.0196 -0.0702 1.3612 0.1 1.6 0.8 -0.90
H 1.4527 1.9713 -1.0101 -0.4 1.0 -3.6 0.45
H 1.9062 2.1806 0.4364 0.7 -0.9 1.2 0.33
H 3.0476 -0.1372 0.3480 -2.7 1.3 -1.9 0.33
H 1.8558 -1.9929 0.2377 0.7 0.6 -0.2 0.42
H 1.1810 -1.5162 -1.3069 0.1 0.3 1.1 0.25
H -0.2723 -2.2889 0.8472 1.6 2.0 -0.1 0.47
H -1.0534 -1.0494 -1.5612 1.2 0.7 -0.7 0.41
H -1.8101 -2.0412 -0.5181 0.4 1.1 0.8 0.36
H -2.8482 0.2020 -0.8545 1.8 -1.3 2.6 0.29
H -1.9375 1.9381 0.6128 -0.8 1.2 0.9 0.39
H -1.3962 1.8306 -1.1577 -0.4 -0.7 2.1 0.31
H 0.0290 0.5764 -0.8130 -0.1 -1.6 1.3 0.05
H 0.5728 0.1302 2.2976 0.5 -0.6 -1.5 0.26
H -0.9830 -0.0949 1.7635 -1.7 0.4 0.8 0.46
```
Positions in Å, forces in eV/Å.

Properties
LUMO level, eV: 0.895
Electronic energy, hartree: -384.4256
Structure (SMILES): C1NC[C@H]2CNC[C@H]1C2
Orbital gap, eV: 9.57
HOMO energy, eV: -8.7
Energy relative to the best compared isomer or geometry (same formula, charge and spin), kJ/mol: 541.6

(5)
The following is a quantum chemistry calculation of a 2-piece molecular cluster, C4H8NO3 overall in a non-equilibrium geometry, from OMol25.

The geometry in XYZ format:
```
16
Properties=species:S:1:pos:R:3:forces:R:3:mulliken_charge:R:1
C 1.9714 0.3545 1.2369 1.2 -3.2 -4.6 -0.90
C 1.5100 -1.2081 1.1848 -0.7 0.3 1.0 0.46
O 1.9994 -1.9472 2.0324 0.5 0.1 -0.3 -0.65
N 0.5042 -1.6818 0.3710 -2.6 1.8 -2.0 -0.40
H -0.0388 -2.5552 0.4619 1.8 0.2 1.0 0.25
H -0.2754 -1.0320 -0.0891 2.6 0.1 1.1 0.37
H 1.5661 0.9872 0.4944 -1.3 0.3 -0.8 0.31
H 3.0441 0.5297 1.0364 -0.1 -1.0 0.5 0.31
H 1.7433 0.7125 2.1280 -1.1 1.4 4.2 0.28
C -1.6228 0.4323 -2.3829 4.9 4.1 -0.3 -1.04
C -1.4933 1.2071 -0.9984 0.7 -4.0 -3.5 0.52
O -1.9608 2.2783 -1.0034 -2.5 6.0 0.4 -0.68
O -0.9231 0.5956 -0.1174 1.6 -2.0 2.8 -0.69
H -1.8580 1.1890 -3.1048 -1.1 0.1 -0.5 0.34
H -2.2226 -0.3388 -2.2892 -3.1 -3.8 0.1 0.29
H -0.6029 0.1517 -2.7710 -0.7 -0.4 0.8 0.24
```
Positions in Å, forces in eV/Å.

Properties
LUMO level, eV: 3.934
Electronic energy, hartree: -437.7319
Orbital gap, eV: 8.41
HOMO energy, eV: -4.5
Energy relative to the best compared isomer or geometry (same formula, charge and spin), kJ/mol: 193.1
Net charge: -1

(6)
The following is a quantum chemistry calculation of an isolated ion of composition C3H9ClN3 and charge +1, from OMol25.

The geometry in XYZ format:
```
16
Properties=species:S:1:pos:R:3:forces:R:3:mulliken_charge:R:1
H 1.8566 1.1443 -0.4806 0.1 0.0 0.1 0.17
N 0.8595 1.1770 -0.2931 0.2 0.7 -0.4 -0.55
C 0.2310 0.1896 0.1336 0.4 -0.4 -0.1 0.34
N 0.7575 -1.0893 0.4233 -0.1 -0.3 0.5 -0.27
N 1.9736 -1.4733 -0.2052 0.0 0.4 -0.2 -0.24
C -1.2346 0.2929 0.4634 -0.5 0.0 0.0 0.38
C -1.8727 1.5455 -0.0988 0.1 0.0 0.1 -1.33
Cl -2.0569 -1.1888 -0.1923 -0.1 0.2 0.1 -0.23
H 0.0364 -1.8083 0.4927 0.5 -0.2 -0.3 0.30
H 2.6115 -1.9351 0.4683 -0.3 0.3 -0.3 0.38
H 1.8466 -2.0937 -1.0289 0.0 0.3 0.3 0.37
H 2.4159 -0.5782 -0.5317 -0.2 -0.8 0.2 0.27
H -1.3582 0.2425 1.5492 0.0 -0.1 -0.1 0.34
H -1.7974 1.5619 -1.1823 0.0 0.0 -0.1 0.34
H -1.3503 2.4134 0.2932 0.0 0.1 0.0 0.34
H -2.9186 1.5995 0.1892 0.0 -0.1 0.0 0.40
```
Positions in Å, forces in eV/Å.

Properties
LUMO level, eV: -4.213
Electronic energy, hartree: -743.8639
Structure (SMILES): [H]/N=C(\N[NH3+])[C@@H](C)Cl
Orbital gap, eV: 10.45
HOMO energy, eV: -14.7
Energy relative to the best compared isomer or geometry (same formula, charge and spin), kJ/mol: 188.3
Net charge: +1

(7)
The following is a quantum chemistry calculation of one molecule with the formula C7H13N3O3 in a non-equilibrium geometry, from OMol25.

The geometry in XYZ format:
```
26
Properties=species:S:1:pos:R:3:forces:R:3:mulliken_charge:R:1
C -2.7726 -0.2056 -0.7403 -2.3 0.2 -0.2 -0.96
C -1.3569 -0.1484 -0.3277 0.7 0.3 -0.1 0.43
N -0.7031 -1.2042 -0.4006 0.3 -3.8 -0.4 -0.39
N 0.5789 -1.5658 -0.1212 0.4 3.6 0.8 0.25
C 0.9408 -2.9496 0.0371 -3.1 -0.3 3.2 -1.11
C 1.3333 -0.6605 0.7139 0.7 0.4 1.9 -0.43
C 2.1573 0.2387 0.1668 -0.2 -0.4 0.9 0.44
O 2.2605 0.3253 -1.1330 -0.4 -1.3 -2.6 -0.66
O 2.8768 1.1564 0.8289 -0.6 -0.8 0.9 -0.50
N -0.8357 1.1101 0.0204 1.0 2.8 -1.2 0.22
C -1.3421 1.8869 1.1511 0.4 -0.9 0.5 -0.93
C 0.0799 1.7821 -0.8132 -0.2 -0.8 0.3 0.14
O 0.5701 2.8853 -0.6026 -1.0 -1.4 -0.2 -0.61
H -3.3132 0.3697 0.0912 0.1 -0.6 -1.6 0.27
H -3.2440 -1.2799 -0.7682 1.3 2.1 -0.1 0.32
H -2.8670 0.3340 -1.7704 -0.2 -0.9 1.9 0.20
H 0.0790 -3.6110 0.4806 1.4 1.2 -1.1 0.25
H 1.2920 -3.2917 -0.8508 1.0 -1.6 -2.5 0.37
H 1.6949 -2.9160 0.7975 0.6 -0.4 0.2 0.38
H 1.3564 -0.6485 1.8292 -0.6 -0.5 -0.9 0.30
H 1.5822 -0.3673 -1.4607 1.6 1.0 0.4 0.43
H 3.4693 1.5940 0.2324 0.4 0.4 -0.7 0.35
H -2.2847 1.3554 1.4468 0.7 1.2 0.1 0.32
H -0.5783 1.7388 1.9558 -0.8 0.4 -0.2 0.29
H -1.3825 2.9756 0.8923 -0.4 -1.1 0.3 0.29
H 0.4088 1.0961 -1.6553 -0.8 1.2 0.5 0.33
```
Positions in Å, forces in eV/Å.

Properties
LUMO level, eV: 0.756
Electronic energy, hartree: -664.3989
Structure (SMILES): C/C(=N/N(C)C=C(O)O)N(C)C=O
Orbital gap, eV: 8.94
HOMO energy, eV: -8.2
Energy relative to the best compared isomer or geometry (same formula, charge and spin), kJ/mol: 459.3